[1]
Computed, not measured: a molecular structure, C6H10O at a distorted geometry, with wB97M-V/def2-TZVPD.

Properties
- relative energy (zero: lowest compared OMol25 entry of this formula, charge and spin) (kcal per mole) = 64.5
- Kohn-Sham gap (eV) = 10.34
- total energy (Eh) = -309.739562
- maximum force (eV/Å) = 1.90
- M (g mol⁻¹) = 98.1

Geometry as ORCA input:
```
! wB97M-V def2-TZVPD RIJCOSX def2/J DEFGRID3
* xyz 0 1
C 0.32 1.06 0.74
C 0.80 0.07 -0.21
O 1.77 -0.63 0.03
C -0.07 -0.14 -1.44
C -1.22 -1.03 -1.06
C -1.43 -1.13 0.25
C -0.60 -0.29 1.23
H 0.98 1.35 1.57
H -0.25 1.94 0.38
H 2.36 1.73 -0.03
H 2.59 1.02 -0.04
H -0.43 0.82 -1.82
H 0.61 -0.59 -2.16
H -1.81 -1.53 -1.82
H -2.20 -1.79 0.67
H 0.06 -0.96 1.81
H -1.26 0.25 1.88
*
```

---

[2]
Computed, not measured: a molecular structure, C23H28N7O8P2RuS at a distorted geometry, with wB97M-V/def2-TZVPD.

Properties
- relative energy (zero: lowest compared OMol25 entry of this formula, charge and spin) (kcal per mole) = 0.0
- Kohn-Sham gap (spin up / spin down) (eV) = 8.00 / 6.98
- total energy (Eh) = -3054.553567
- maximum force (eV/Å) = 1.41
- M (g mol⁻¹) = 725.6

Geometry as ORCA input:
```
! wB97M-V def2-TZVPD RIJCOSX def2/J DEFGRID3
* xyz 0 6
Ru 0.15 -0.82 0.65
N 1.42 -3.77 3.34
C 2.04 -2.76 4.08
C 1.50 -1.60 3.63
N 0.58 -1.88 2.64
C 0.56 -3.20 2.49
C -0.28 -3.90 1.56
N -1.02 -3.27 0.69
C -1.55 -4.22 -0.09
C -1.11 -5.45 0.29
N -0.29 -5.24 1.37
H 1.59 -4.77 3.46
H 2.89 -2.95 4.75
H 1.76 -0.58 3.86
H -2.18 -3.96 -0.92
H -1.31 -6.43 -0.10
H 0.27 -5.98 1.82
C 1.88 3.68 -2.90
C 2.81 3.70 -1.66
N 2.97 2.37 -1.04
C 4.20 1.68 -1.43
C 4.32 1.41 -2.93
C 2.07 1.87 -0.19
S 2.47 0.44 0.70
N 0.93 2.59 -0.07
C -0.06 2.22 0.71
O -0.19 1.15 1.40
C -1.19 3.17 0.78
C -2.38 2.71 1.34
C -3.46 3.58 1.46
C -3.35 4.89 1.03
C -2.16 5.34 0.46
C -1.10 4.47 0.33
H 1.82 4.68 -3.31
H 0.88 3.37 -2.58
H 2.20 2.96 -3.68
H 2.38 4.39 -0.96
H 3.82 4.02 -1.93
H 4.24 0.75 -0.88
H 5.05 2.25 -1.04
H 3.50 0.76 -3.25
H 5.29 0.90 -3.12
H 4.28 2.33 -3.54
H -2.48 1.67 1.62
H -4.37 3.20 1.90
H -4.17 5.54 1.22
H -2.14 6.40 0.17
H -0.16 4.80 -0.09
O -1.17 -1.44 -3.72
P 0.03 -1.42 -2.69
O 1.15 -0.63 -3.26
O -0.57 -0.86 -1.40
O 0.47 -2.96 -2.48
P 1.80 -3.18 -1.46
O 2.99 -2.49 -2.31
O 2.02 -4.61 -1.21
O 1.47 -2.32 -0.22
H -0.82 -1.18 -4.59
H 2.62 -1.67 -2.76
C -5.06 -1.00 1.42
C -4.21 -1.03 2.52
C -2.85 -0.87 2.29
N -2.34 -0.78 1.08
C -3.17 -0.75 0.02
C -4.54 -0.87 0.15
H -6.12 -1.05 1.62
H -4.60 -1.14 3.51
H -2.12 -0.81 3.08
H -2.71 -0.61 -0.96
H -5.20 -0.82 -0.70
*
```

---

[3]
Computed, not measured: a molecular structure, C7H17BrCsNP at a distorted geometry, with wB97M-V/def2-TZVPD.

Properties
- Kohn-Sham gap (eV) = 8.49
- total energy (Eh) = -3266.503408
- maximum force (eV/Å) = 11.88
- M (g mol⁻¹) = 359.0

Geometry as ORCA input:
```
! wB97M-V def2-TZVPD RIJCOSX def2/J DEFGRID3
* xyz 1 1
C -1.54 1.84 -2.05
N -1.79 3.01 -1.12
C -1.53 2.63 0.33
P 0.01 1.55 0.61
Br 1.42 2.89 1.87
C -0.59 0.05 1.63
C -0.27 -1.42 0.97
C 1.33 -1.71 0.69
C 1.86 -1.08 -0.76
C 1.46 -3.37 0.53
H -0.38 1.77 -2.26
H -1.90 0.84 -1.55
H -2.18 2.02 -3.02
H -1.22 3.84 -1.42
H -2.47 2.00 0.71
H -1.42 3.61 0.97
H -0.18 0.14 2.74
H -1.78 0.14 1.70
H -0.61 -2.23 1.77
H -0.88 -1.66 -0.01
H 2.03 -1.33 1.57
H 2.32 0.01 -0.63
H 0.87 -0.97 -1.42
H 2.67 -1.75 -1.29
H 2.57 -3.73 0.43
H 0.89 -3.86 1.45
H 0.78 -3.64 -0.41
Cs 0.53 0.42 -2.01
*
```

---

[4]
Computed, not measured: C3H4Cl2S in the gas phase at a distorted geometry, with wB97M-V/def2-TZVPD.

Properties
- relative energy (zero: lowest compared OMol25 entry of this formula, charge and spin) (kcal per mole) = 4.7
- Kohn-Sham gap (eV) = 8.22
- total energy (Eh) = -1435.251162
- maximum force (eV/Å) = 4.20
- SMILES = S=C(CCl)CCl
- M (g mol⁻¹) = 143.0

Geometry as ORCA input:
```
! wB97M-V def2-TZVPD RIJCOSX def2/J DEFGRID3
* xyz 0 1
S 0.58 2.15 -0.02
C 0.17 0.54 -0.02
C -1.09 0.13 -0.79
Cl -2.27 -0.68 0.22
C 0.99 -0.30 0.84
Cl 1.68 -1.51 -0.27
H -1.54 0.96 -1.31
H -0.78 -0.59 -1.54
H 1.86 0.16 1.35
H 0.39 -0.86 1.54
*
```

---

[5]
Computed, not measured: 2 unconnected molecules or ions with the total composition C4H6N2O at a distorted geometry, with wB97M-V/def2-TZVPD.

Properties
- relative energy (zero: lowest compared OMol25 entry of this formula, charge and spin) (kcal per mole) = 84.3
- Kohn-Sham gap (eV) = 10.92
- total energy (Eh) = -340.660575
- maximum force (eV/Å) = 1.35
- SMILES = N#CCCOC#N.[H][H]
- M (g mol⁻¹) = 98.1

Geometry as ORCA input:
```
! wB97M-V def2-TZVPD RIJCOSX def2/J DEFGRID3
* xyz 0 1
N 1.39 1.88 -0.64
C 1.32 0.86 -0.10
C 1.28 -0.42 0.60
C 0.41 -1.48 -0.07
O -1.00 -1.23 0.10
C -1.64 -0.20 -0.34
N -2.46 0.56 -0.65
H 0.93 -0.26 1.62
H 2.31 -0.81 0.66
H 0.65 -1.63 -1.12
H 0.51 -2.42 0.47
H -1.76 2.28 -0.31
H -1.07 2.50 -0.10
*
```

---

[6]
Computed, not measured: a molecular structure, C48H132CdCl3N12O24 at a distorted geometry, with wB97M-V/def2-TZVPD.

Properties
- Kohn-Sham gap (eV) = 5.81
- total energy (Eh) = -5917.971165
- maximum force (eV/Å) = 4.84
- M (g mol⁻¹) = 1480.4

Geometry as ORCA input:
```
! wB97M-V def2-TZVPD RIJCOSX def2/J DEFGRID3
* xyz -1 1
Cd -3.30 -1.06 -2.51
Cl -0.22 -5.68 -1.90
O -0.06 -4.57 -0.94
O -0.27 -6.93 -1.29
O -1.46 -5.33 -2.59
O 0.87 -5.68 -2.85
Cl 0.25 -0.33 -5.77
O 1.38 -0.05 -6.58
O 0.43 -0.09 -4.38
O -0.87 0.50 -6.20
O -0.05 -1.66 -6.03
Cl 0.15 -0.08 1.02
O 0.69 -1.37 0.81
O -0.40 0.44 -0.21
O -0.84 -0.13 2.01
O 1.15 0.78 1.54
C 3.32 -3.93 0.83
C 3.77 -3.58 -0.61
C 5.23 -2.95 -0.42
O 5.92 -2.74 -1.69
C 7.15 -2.08 -1.45
N 3.84 -4.61 -1.56
H 2.23 -3.96 0.72
H 3.54 -3.12 1.52
H 3.77 -4.90 1.04
H 3.00 -2.90 -0.97
H 5.76 -3.56 0.32
H 5.13 -2.04 0.18
H 6.95 -1.01 -1.44
H 7.85 -2.18 -2.29
H 7.65 -2.35 -0.52
H 4.19 -5.52 -1.30
H 2.87 -4.86 -1.73
C 1.89 4.30 -3.76
C 1.16 5.57 -4.22
C 1.75 6.20 -5.50
O 1.12 7.38 -5.92
C 1.92 8.27 -6.66
N -0.18 5.10 -4.63
H 1.61 3.81 -2.83
H 2.92 4.49 -3.48
H 1.91 3.47 -4.47
H 0.94 6.25 -3.40
H 1.71 5.48 -6.31
H 2.80 6.43 -5.30
H 1.61 9.32 -6.63
H 1.85 8.04 -7.72
H 2.92 8.30 -6.25
H -0.88 4.92 -3.93
H -0.62 5.87 -5.11
C -2.79 -3.71 -5.77
C -3.38 -2.77 -4.77
C -4.39 -3.50 -3.95
O -4.87 -2.56 -2.97
C -6.14 -3.00 -2.55
N -2.32 -2.10 -4.09
H -1.97 -4.28 -5.34
H -2.53 -3.11 -6.65
H -3.46 -4.49 -6.14
H -4.01 -2.04 -5.27
H -3.90 -4.28 -3.37
H -5.14 -3.85 -4.67
H -6.16 -4.09 -2.61
H -6.86 -2.59 -3.25
H -6.36 -2.52 -1.60
H -1.62 -2.77 -3.81
H -1.85 -1.69 -4.89
C -2.43 -3.28 0.93
C -3.28 -2.72 -0.20
C -4.05 -1.51 0.28
O -4.46 -0.71 -0.82
C -5.41 0.17 -0.33
N -2.29 -2.34 -1.24
H -2.99 -3.36 1.86
H -1.52 -2.70 1.05
H -2.13 -4.32 0.81
H -4.00 -3.42 -0.63
H -3.52 -0.84 0.95
H -4.94 -1.87 0.79
H -6.28 -0.39 0.01
H -5.66 0.73 -1.23
H -4.91 0.88 0.34
H -1.45 -2.03 -0.78
H -2.05 -3.31 -1.36
C -3.90 5.75 1.32
C -5.21 4.83 1.16
C -5.95 5.14 -0.18
O -6.28 6.55 -0.22
C -7.09 6.92 -1.26
N -4.76 3.40 1.39
H -3.45 5.63 2.31
H -4.15 6.80 1.43
H -3.22 5.62 0.48
H -5.97 5.12 1.88
H -6.86 4.55 -0.09
H -5.40 4.84 -1.07
H -8.07 6.48 -1.06
H -6.77 6.46 -2.20
H -7.19 7.99 -1.46
H -5.60 3.02 1.82
H -4.18 3.24 2.21
C 0.64 4.18 1.80
C -0.26 5.28 2.45
C -0.64 4.84 3.87
O -1.20 5.88 4.57
C -1.23 5.67 6.00
N 0.56 6.50 2.57
H 1.50 3.94 2.42
H 0.96 4.44 0.79
H -0.04 3.33 1.76
H -1.04 5.51 1.73
H 0.30 4.49 4.28
H -1.39 4.04 3.79
H -1.77 4.75 6.23
H -1.51 6.56 6.55
H -0.21 5.45 6.33
H 0.13 7.18 3.18
H 1.41 6.23 3.05
C 2.38 -4.66 -6.17
C 3.49 -4.05 -5.36
C 3.12 -2.70 -4.67
O 4.11 -2.35 -3.71
C 3.64 -1.08 -3.14
N 3.82 -5.08 -4.41
H 1.42 -4.80 -5.68
H 2.50 -5.70 -6.46
H 2.27 -4.15 -7.12
H 4.26 -3.85 -6.10
H 2.12 -2.71 -4.23
H 3.10 -2.00 -5.51
H 3.53 -0.23 -3.81
H 4.42 -0.68 -2.49
H 2.67 -1.37 -2.73
H 4.07 -5.97 -4.83
H 2.91 -5.41 -4.11
C -2.38 -2.06 6.92
C -3.07 -1.65 5.54
C -2.58 -0.30 5.08
O -3.33 0.75 5.74
C -3.09 2.05 5.37
N -2.78 -2.71 4.65
H -1.30 -1.95 6.96
H -2.55 -3.14 6.99
H -2.83 -1.48 7.72
H -4.16 -1.64 5.64
H -2.89 -0.33 4.03
H -1.50 -0.37 5.15
H -3.58 2.80 5.99
H -3.29 2.21 4.31
H -2.05 2.29 5.57
H -2.96 -2.45 3.69
H -1.78 -2.83 4.52
C 3.43 -1.13 4.04
C 2.06 -1.14 4.84
C 1.40 0.25 5.05
O 2.37 1.06 5.78
C 2.04 2.38 5.89
N 1.02 -1.90 4.11
H 4.30 -0.71 4.53
H 3.42 -0.60 3.09
H 3.87 -2.11 3.90
H 2.34 -1.56 5.81
H 0.49 0.15 5.64
H 1.10 0.86 4.19
H 1.89 3.03 5.02
H 2.82 2.83 6.50
H 1.19 2.59 6.54
H 1.59 -2.29 3.37
H 0.41 -1.24 3.66
C -2.26 2.94 -3.12
C -3.01 1.67 -2.72
C -3.93 1.28 -3.87
O -4.46 -0.02 -3.88
C -5.71 -0.04 -4.62
N -2.05 0.62 -2.55
H -1.81 2.91 -4.12
H -1.50 3.16 -2.37
H -2.87 3.85 -3.13
H -3.53 1.77 -1.77
H -3.48 1.39 -4.86
H -4.74 2.01 -3.83
H -5.70 0.20 -5.69
H -6.38 0.77 -4.32
H -6.29 -0.93 -4.36
H -1.34 0.58 -3.27
H -1.47 1.01 -1.82
C 4.16 -7.83 3.84
C 4.19 -6.37 3.58
C 2.87 -5.61 3.81
O 1.89 -6.04 2.77
C 0.71 -5.27 2.84
N 5.37 -5.90 4.29
H 5.11 -8.36 3.78
H 3.63 -8.33 3.02
H 3.72 -7.96 4.83
H 4.30 -6.44 2.50
H 2.93 -4.52 3.82
H 2.46 -5.94 4.77
H -0.02 -5.42 2.05
H 1.02 -4.23 2.84
H 0.30 -5.44 3.84
H 5.24 -5.46 5.18
H 6.15 -6.55 4.30
C 4.88 2.89 0.31
C 5.30 1.68 1.21
C 4.98 1.99 2.62
O 5.85 2.95 3.20
C 5.68 3.06 4.58
N 4.48 0.47 0.94
H 5.24 2.78 -0.71
H 5.38 3.76 0.75
H 3.84 3.22 0.27
H 6.34 1.35 1.16
H 5.24 1.15 3.26
H 3.91 2.17 2.66
H 5.81 2.12 5.11
H 4.73 3.58 4.71
H 6.43 3.70 5.04
H 4.37 0.03 1.85
H 3.57 0.88 0.77
*
```